--- i ---
ORCA calculation (ωB97M-V/def2-TZVPD) on the ion C6H12NS with charge +1.

Geometry as XYZ:
```
20
C6H12NS | the Open Molecules 2025 dataset | ωB97M-V/def2-TZVPD
C -0.78 0.67 1.52
C -1.19 0.95 0.33
C 0.35 -0.28 1.82
C 0.79 -0.33 -0.65
C -2.10 1.60 -0.57
C 0.45 -1.69 -1.16
N 1.36 -0.26 0.71
S 1.58 0.82 -1.73
H -1.25 1.08 2.41
H 0.84 -0.02 2.76
H -0.05 -1.29 1.91
H -1.69 1.65 -1.59
H -2.29 2.62 -0.24
H -3.04 1.05 -0.61
H 1.28 -2.12 -1.73
H -0.41 -1.65 -1.83
H 0.20 -2.37 -0.35
H 1.87 0.63 0.75
H 2.03 -1.02 0.89
H 2.05 -0.03 -2.64
```

Results
Total charge ... +1
Gap between HOMO and LUMO (spin up / spin down) ... 7.8 / 8.3 eV


--- ii ---
ORCA calculation (ωB97M-V/def2-TZVPD) on the ion C6H12NS with charge +1.

Geometry as XYZ:
```
20
C6H12NS | the Open Molecules 2025 dataset | ωB97M-V/def2-TZVPD
C 0.93 0.51 0.57
C 2.23 -0.19 0.13
C -0.69 0.11 0.85
C 1.92 -1.08 -0.94
C -1.10 -1.33 0.70
C -0.43 2.28 -0.60
N -0.18 0.86 -0.29
S 3.83 0.12 0.54
H 1.22 1.35 1.28
H -1.17 0.71 1.63
H 1.39 -1.89 -0.50
H 2.71 -1.59 -1.44
H 1.30 -0.66 -1.76
H -0.79 -1.92 1.63
H -0.68 -1.66 -0.18
H -2.22 -1.50 0.73
H -0.69 2.77 0.27
H 0.37 2.78 -1.06
H -1.33 2.39 -1.33
H -0.10 0.22 -1.18
```

Results
Total charge ... +1
SMILES string ... CC(=S)[C@@H]1[C@H](C)[N@H+]1C
Gap between HOMO and LUMO ... 8.1 eV


List of relative energies, unit hartree: i 0.0037; ii 0.0000


--- i ---
ORCA calculation (ωB97M-V/def2-TZVPD) on a cluster of 2 separate species, C6H13NOS in total.

Geometry as XYZ:
```
22
C6H13NOS | the Open Molecules 2025 dataset | ωB97M-V/def2-TZVPD
C -2.30 1.69 -0.94
C -2.42 2.91 0.02
C -3.08 1.51 0.24
C 2.08 -1.47 -1.48
C 1.72 0.69 -0.21
C 1.85 -0.79 -0.11
N 0.72 -1.51 0.42
O -1.11 -0.64 -1.23
S -0.75 0.78 -1.20
H -1.64 3.27 0.62
H -3.06 3.66 -0.29
H -4.19 1.51 0.23
H -2.71 0.89 1.02
H 1.00 -1.58 -1.99
H 2.37 -2.53 -1.41
H 2.91 -0.93 -2.09
H 2.20 1.05 -1.10
H 1.25 1.19 0.54
H 2.88 -0.95 0.35
H -0.13 -1.47 -0.15
H 0.48 -1.23 1.35
H -0.55 1.16 -2.55
```

Results
Gap between HOMO and LUMO (spin up / spin down) ... 6.7 / 8.8 eV


--- ii ---
ORCA calculation (ωB97M-V/def2-TZVPD) on the molecule C6H13NOS.

Geometry as XYZ:
```
22
C6H13NOS | the Open Molecules 2025 dataset | ωB97M-V/def2-TZVPD
C -1.38 -0.52 -0.75
C 2.38 1.34 0.63
C -1.39 0.86 -0.21
C 0.99 0.72 0.65
C 0.02 1.47 -0.25
C -1.77 -2.81 -0.53
N -1.81 -1.49 -0.06
O -1.34 -2.97 -1.83
S -0.60 -3.73 0.63
H -0.98 -0.65 -1.76
H 2.34 2.38 0.96
H 3.05 0.80 1.28
H 2.79 1.32 -0.38
H -1.77 0.85 0.81
H -2.06 1.46 -0.83
H 1.05 -0.32 0.33
H 0.60 0.73 1.67
H 0.39 1.45 -1.28
H -0.04 2.52 0.06
H -2.75 -3.27 -0.36
H -1.32 -3.90 -2.06
H -0.96 -3.03 1.70
```

Results
SMILES string ... CCCC/C=N/[C@@H](O)S
Gap between HOMO and LUMO ... 9.9 eV


List of relative energies, unit hartree: i 0.2562; ii 0.0000


--- i ---
ORCA calculation (ωB97M-V/def2-TZVPD) on a structure of composition C4H3CsMgO.

Geometry as XYZ:
```
10
C4H3CsMgO | the Open Molecules 2025 dataset | ωB97M-V/def2-TZVPD
C -0.99 -2.70 2.47
C -1.54 -3.78 2.29
H -2.01 -4.75 2.15
Cs -1.24 -1.76 -1.13
O 1.00 2.91 0.13
C 1.01 2.64 -1.12
C 0.84 1.40 -1.70
Mg 0.97 1.41 1.39
H 0.60 3.41 -1.84
H 1.37 1.22 -2.65
```

Results
Total charge ... +1
2S+1 ... 2
⟨S²⟩ ... 0.819
Gap between HOMO and LUMO (spin up / spin down) ... 4.1 / 4.0 eV


--- ii ---
ORCA calculation (ωB97M-V/def2-TZVPD) on a structure of composition C4H3CsMgO.

Geometry as XYZ:
```
10
C4H3CsMgO | the Open Molecules 2025 dataset | ωB97M-V/def2-TZVPD
C 2.10 0.56 3.02
C 3.19 1.13 3.13
H 4.12 1.66 3.25
Cs 2.19 0.74 -0.69
O -2.54 -1.59 -0.68
C -2.30 -0.93 -1.72
C -1.32 -0.01 -1.99
Mg -1.75 -0.93 1.05
H -2.13 -1.47 -2.77
H -1.57 0.86 -2.60
```

Results
Total charge ... +1
2S+1 ... 2
⟨S²⟩ ... 1.112
Gap between HOMO and LUMO (spin up / spin down) ... 5.7 / 4.2 eV


List of relative energies, unit hartree: i 0.0000; ii 0.0128


--- i ---
ORCA calculation (ωB97M-V/def2-TZVPD) on a structure of composition C3H10N2S.

Geometry as XYZ:
```
16
C3H10N2S | the Open Molecules 2025 dataset | ωB97M-V/def2-TZVPD
C -0.63 -2.17 0.28
C 0.61 -1.94 1.26
S 1.51 -0.40 0.63
H -0.95 -1.33 -0.25
H -0.25 -2.94 -0.49
H -1.51 -2.54 0.82
H 0.48 -1.80 2.39
H 1.20 -2.91 1.21
N -0.69 2.36 0.18
C -0.25 2.27 -1.10
N 0.49 1.27 -1.37
H -0.22 1.91 0.91
H -0.93 3.34 0.33
H -0.70 2.95 -1.79
H 0.97 1.58 -2.30
H 0.90 0.34 -0.71
```

Results
Total charge ... -1
2S+1 ... 2
⟨S²⟩ ... 0.753
Gap between HOMO and LUMO (spin up / spin down) ... 3.8 / 7.4 eV


--- ii ---
ORCA calculation (ωB97M-V/def2-TZVPD) on a cluster of 2 separate species, C3H10N2S in total.

Geometry as XYZ:
```
16
C3H10N2S | the Open Molecules 2025 dataset | ωB97M-V/def2-TZVPD
C 1.16 -2.60 1.35
C 0.36 -1.62 2.15
S 1.37 -0.66 3.43
H 1.35 -3.40 2.06
H 1.96 -2.22 0.69
H 0.57 -3.21 0.63
H -0.33 -2.21 2.65
H 0.09 -0.77 1.54
N -2.15 1.04 -3.81
C -1.09 2.04 -3.78
N -1.19 3.23 -3.37
H -3.07 1.23 -3.90
H -1.99 0.09 -3.44
H -0.20 1.57 -4.39
H -0.41 3.93 -3.49
H 1.00 -1.21 4.63
```

Results
Total charge ... -1
2S+1 ... 2
⟨S²⟩ ... 0.751
Gap between HOMO and LUMO (spin up / spin down) ... 2.0 / 8.9 eV


List of relative energies, unit hartree: i 0.0000; ii 0.0075


--- i ---
ORCA calculation (ωB97M-V/def2-TZVPD) on a cluster of 2 separate species, C2HClN2O in total.

Geometry as XYZ:
```
7
C2HClN2O | the Open Molecules 2025 dataset | ωB97M-V/def2-TZVPD
C -1.28 2.08 -0.53
C -0.34 -1.06 0.02
N 0.85 -0.98 -0.10
N 1.96 -0.56 -0.33
O -1.75 2.42 0.44
Cl -1.65 -2.05 0.16
H 2.22 0.16 0.33
```

Results
Gap between HOMO and LUMO ... 8.6 eV


--- ii ---
ORCA calculation (ωB97M-V/def2-TZVPD) on a cluster of 2 separate species, C2HClN2O in total.

Geometry as XYZ:
```
7
C2HClN2O | the Open Molecules 2025 dataset | ωB97M-V/def2-TZVPD
C -0.64 1.30 -0.26
C -0.68 -0.05 -0.21
N -0.49 2.44 -0.35
N -0.88 -1.22 -0.30
O -0.91 -2.40 -0.28
Cl 1.92 -0.62 0.46
H 1.67 0.56 0.95
```

Results
SMILES string ... N#CC#[N+][O-].Cl
Gap between HOMO and LUMO ... 10.2 eV


List of relative energies, unit hartree: i 0.0078; ii 0.0000


--- i ---
ORCA calculation (ωB97M-V/def2-TZVPD) on the molecule C4H10NP.

Geometry as XYZ:
```
16
C4H10NP | the Open Molecules 2025 dataset | ωB97M-V/def2-TZVPD
C -0.34 -0.78 0.18
C 0.40 -2.07 0.15
C -2.35 0.46 0.40
C 1.37 1.33 -1.45
N -1.58 -0.71 0.28
P 1.05 0.57 0.06
H -0.30 -2.86 0.08
H 1.19 -2.17 0.99
H 0.98 -2.16 -0.76
H -3.44 0.39 0.62
H -2.32 1.01 -0.59
H -1.88 1.14 1.10
H 2.16 2.08 -1.22
H 1.71 0.57 -2.15
H 0.43 1.66 0.89
H 2.03 0.05 0.84
```

Results
SMILES string ... C=[PH2]/C(C)=N\C
Gap between HOMO and LUMO ... 8.4 eV


--- ii ---
ORCA calculation (ωB97M-V/def2-TZVPD) on a cluster of 2 separate species, C4H10NP in total.

Geometry as XYZ:
```
16
C4H10NP | the Open Molecules 2025 dataset | ωB97M-V/def2-TZVPD
C 2.78 1.20 0.63
C -0.60 -1.10 0.85
C -1.56 1.50 -1.44
C 0.24 -1.79 -0.22
N 2.31 0.09 0.18
P 1.30 -0.39 -0.96
H 2.31 2.20 0.54
H 3.72 0.97 1.14
H -0.02 -0.18 1.32
H -1.51 -0.66 0.41
H -0.73 -1.81 1.67
H -1.26 2.16 -2.30
H -1.55 1.96 -0.37
H -1.58 0.39 -1.55
H -0.42 -2.08 -0.96
H 0.80 -2.67 0.07
```

Results
Gap between HOMO and LUMO (spin up / spin down) ... 8.2 / 7.1 eV


List of relative energies, unit hartree: i 0.0000; ii 0.0334